C51H44Cl4GeN4OSSeSn as an isolated structure in a non-equilibrium geometry, computed with ωB97M-V/def2-TZVPD.

Values from the calculation:
* net charge: +2
* highest occupied orbital energy (alpha / beta): -0.44279 / -0.44272 Ha

Geometry as XYZ:
```
108
Properties=species:S:1:pos:R:3:forces:R:3:lowdin_charge:R:1
Sn 0.4000 -0.1223 0.1673 0.1450 -0.8533 1.5338 1.45
Cl 6.4297 -5.6856 -4.4160 0.0358 -0.0458 -0.0451 0.73
C 5.3449 -4.7896 -3.4267 -0.1187 0.1243 0.1165 -0.66
C 4.9575 -3.5123 -3.8118 0.0823 -0.0249 -0.0634 -0.08
C 4.1103 -2.7828 -2.9968 -0.1238 -0.0527 0.0665 -0.03
C 3.6109 -3.3316 -1.8181 0.1227 -0.0975 -0.1440 -0.23
C 3.9851 -4.6237 -1.4581 -0.0151 0.1829 0.0509 -0.01
C 4.8653 -5.3437 -2.2474 0.0507 -0.1043 -0.0409 -0.08
C 2.6909 -2.5444 -0.9585 0.0113 0.1243 0.0430 -0.05
C 1.3461 -2.8959 -0.9735 0.1544 -0.0645 -0.3652 -0.23
C 0.7669 -3.8879 -1.8231 -0.0947 0.0466 0.0956 0.04
C -0.5407 -3.9927 -1.4667 0.0808 0.0706 0.0910 -0.01
C -0.7645 -3.0841 -0.3735 -0.6574 -0.3705 -0.0095 -0.23
C -1.9666 -3.0057 0.3991 0.3082 0.3242 -0.0660 0.01
C -2.7360 -4.2334 0.5874 -0.3191 -0.5349 -0.0513 -0.13
C -2.1279 -5.4965 0.3746 -0.0144 0.4333 -0.0063 -0.02
C -2.8368 -6.6748 0.4213 -0.1341 -0.1863 0.0504 -0.07
C -4.1916 -6.6569 0.7328 0.2326 0.3316 0.0356 -0.66
Cl -5.1033 -8.0978 0.7143 -0.0768 -0.1443 0.0362 0.76
C -4.7821 -5.4549 1.1151 -0.0975 -0.1913 0.0042 -0.07
C -4.0638 -4.2840 1.0666 0.1947 0.1796 -0.1863 0.00
C -2.3499 -1.7547 0.9697 -0.1173 -0.3624 -0.1684 -0.20
N -1.4444 -0.8042 1.3456 0.9128 0.6171 -0.3506 0.02
C -2.1495 0.1877 1.9950 -0.2373 0.1068 0.0252 -0.24
C -1.6116 1.2813 2.6729 0.0660 0.0997 -0.0405 -0.04
C -2.5691 2.1360 3.4238 -0.2081 0.0798 0.0847 -0.23
C -3.3742 3.0498 2.7490 0.2210 -0.0534 0.0282 -0.03
C -4.2959 3.8175 3.4377 -0.1194 0.0511 0.0109 -0.08
C -4.4332 3.6559 4.8103 0.1480 -0.1039 -0.0878 -0.66
Cl -5.5917 4.5951 5.6682 -0.0564 0.0377 0.0381 0.72
C -3.6436 2.7403 5.4928 -0.0600 0.0385 0.0708 -0.07
C -2.7068 1.9908 4.8011 -0.0233 -0.0737 -0.1323 -0.01
C -0.2641 1.6532 2.7115 -0.4074 0.2534 0.0271 -0.22
C 0.2520 2.7991 3.3984 0.0661 -0.0435 -0.0454 0.05
C 1.5809 2.8604 3.1249 -0.0220 -0.0803 -0.0506 0.05
C 1.8855 1.7472 2.2783 0.2348 0.1823 -0.0168 -0.21
N 0.7469 1.0187 2.0485 -0.2497 -0.6439 -1.1068 0.02
C 3.1555 1.4167 1.8087 0.0174 -0.0921 -0.0909 -0.04
C 3.4566 0.2880 1.0446 0.1149 0.3802 0.0647 -0.23
C 4.7748 -0.0832 0.6223 -0.0790 -0.0458 -0.0294 0.02
C 4.6459 -1.1892 -0.1541 -0.0252 0.0664 0.0558 0.04
C 3.2471 -1.4951 -0.2149 0.0818 -0.3067 -0.1943 -0.22
N 2.5470 -0.6123 0.5561 -1.0584 0.1648 -0.2910 0.03
C 4.2701 2.3555 2.1100 0.1487 0.0844 0.0524 -0.23
C 5.0747 2.1850 3.2316 -0.1158 -0.0204 -0.0342 -0.01
C 6.1127 3.0648 3.4918 0.0672 0.0182 0.0355 -0.07
C 6.3665 4.1088 2.6127 -0.1205 -0.1235 -0.0231 -0.66
Cl 7.6659 5.1946 2.9222 0.0363 0.0286 0.0083 0.72
C 5.5780 4.2822 1.4833 0.0382 0.1008 -0.0376 -0.08
C 4.5250 3.4161 1.2438 -0.0106 -0.1370 0.0520 -0.02
C -3.5468 -0.1141 1.9469 0.1462 -0.1010 0.0250 0.02
C -3.6707 -1.3013 1.3008 0.0163 0.1474 0.0523 0.00
N 0.3726 -2.3742 -0.1393 0.2457 1.3736 0.1279 0.02
H 5.3211 -3.0987 -4.7421 0.0331 -0.0019 0.0096 0.11
H 3.8031 -1.7864 -3.2927 0.0341 0.0133 -0.0153 0.11
H 3.6079 -5.0503 -0.5369 0.0113 -0.0481 -0.0095 0.13
H 5.1849 -6.3329 -1.9502 -0.0149 -0.0150 -0.0265 0.12
H 1.2876 -4.4386 -2.5887 0.0017 0.0530 -0.0437 0.13
H -1.2945 -4.5965 -1.9420 -0.0325 -0.1180 0.1250 0.13
H -1.0652 -5.5607 0.2154 0.0898 0.0007 -0.0980 0.12
H -2.3410 -7.6176 0.2369 -0.0001 -0.0001 0.0005 0.12
H -5.8076 -5.4476 1.4568 -0.0051 -0.0105 -0.0058 0.12
H -4.5550 -3.3975 1.4177 -0.0567 -0.1663 -0.0286 0.08
H -3.2628 3.1679 1.6776 -0.0291 0.0147 0.0378 0.10
H -4.9173 4.5323 2.9156 0.0042 0.0233 0.0164 0.11
H -3.7742 2.6049 6.5574 0.0159 0.0470 0.0111 0.12
H -2.1041 1.2618 5.3286 0.0196 0.0269 0.0306 0.13
H -0.3242 3.4765 4.0062 -0.0351 -0.0383 0.0113 0.13
H 2.2942 3.5914 3.4676 0.0191 -0.0218 0.0152 0.13
H 5.6758 0.4448 0.8886 0.0205 -0.0322 0.0307 0.13
H 5.4252 -1.7557 -0.6358 0.0035 -0.0199 0.0091 0.13
H 4.8851 1.3618 3.9093 0.0073 0.0075 0.0223 0.13
H 6.7237 2.9398 4.3748 0.0361 0.0144 -0.0193 0.12
H 5.7886 5.0918 0.7981 -0.0018 0.0367 0.0411 0.11
H 3.8930 3.5646 0.3754 -0.0009 0.0363 -0.0031 0.11
H -4.3379 0.4961 2.3481 -0.0060 0.0318 -0.0010 0.13
H -4.6051 -1.7409 1.0072 0.0574 0.0008 0.0460 0.11
C 2.1035 2.1551 -4.0341 -0.0268 0.1661 0.3108 -0.23
S 2.4509 2.4402 -2.2803 0.5594 -0.2943 -0.6105 0.90
C 4.1081 1.7119 -2.2913 -0.2686 0.2404 0.0464 -0.22
O 1.5631 1.4547 -1.5583 -0.3119 -0.4347 0.3787 -0.74
H 2.8058 2.7320 -4.6341 -0.0100 0.0312 0.0086 0.07
H 1.0879 2.4957 -4.2264 0.0040 0.0359 0.0038 0.06
H 2.1955 1.0916 -4.2496 0.0443 -0.0264 0.0632 0.06
H 4.7325 2.3136 -2.9512 0.0254 0.0038 0.0076 0.07
H 4.0558 0.6799 -2.6351 -0.0872 -0.0054 -0.0271 0.05
H 4.5007 1.7443 -1.2778 -0.0194 0.0559 0.0008 0.03
C -6.3342 1.6961 -2.3410 0.2702 0.1935 0.0454 -0.21
Ge -4.5336 2.4526 -2.1519 0.1744 -0.2262 -0.0196 0.79
C -4.3718 3.8520 -0.7785 -0.1118 -0.1567 -0.2862 -0.21
C -3.8471 3.0484 -3.8921 -0.0942 -0.0312 0.2297 -0.22
C -3.3051 0.9566 -1.5233 -0.2795 0.3005 -0.0555 -0.54
Se -1.4382 1.3556 -1.8637 0.4507 -0.3808 0.6477 0.93
C -1.0709 -0.0470 -3.1549 0.0247 -0.1116 -0.0562 -0.35
H -7.0095 2.4901 -2.6603 -0.0318 -0.0170 0.0062 0.03
H -6.7162 1.2742 -1.4132 0.0368 0.0037 0.0341 0.02
H -6.3326 0.9245 -3.1100 0.0063 -0.0173 0.0017 0.02
H -4.8068 4.7773 -1.1550 0.0088 0.0314 0.0301 0.03
H -3.3243 4.0430 -0.5408 0.0158 0.0152 -0.0251 0.02
H -4.9014 3.5744 0.1327 -0.0133 -0.0378 -0.0228 0.01
H -4.4146 3.9095 -4.2438 -0.0056 0.0038 0.0056 0.03
H -3.9421 2.2584 -4.6373 -0.0029 -0.0254 0.0110 0.03
H -2.8002 3.3417 -3.8167 0.0124 0.0311 -0.0201 0.00
H -3.5390 0.0091 -2.0064 0.0128 -0.0244 0.0107 0.03
H -3.4255 0.8393 -0.4458 0.0261 -0.0424 -0.0407 -0.01
H -1.5248 0.2181 -4.1065 0.0153 0.0175 -0.0067 0.04
H -1.4774 -0.9902 -2.7957 -0.0133 0.0139 0.0217 0.03
H 0.0093 -0.1287 -3.2531 -0.0002 0.0631 -0.0541 0.01
```
Forces are in eV/Å.



C51H48AsN9STeW as an isolated structure in a non-equilibrium geometry, computed with ωB97M-V/def2-TZVPD.

Values from the calculation:
* net charge: +2
* <S²>: 2.048
* spin multiplicity: 3
* highest occupied orbital energy (alpha / beta): -0.43483 / -0.44340 Ha
* energy above the lowest of the compared OMol25 structures with the same formula, charge and spin: 39.4 kcal per mole

Geometry as XYZ:
```
112
Properties=species:S:1:pos:R:3:forces:R:3:mulliken_spin:R:1
W -0.2980 -0.7306 0.4404 -0.4437 1.1531 -0.9745 1.23
C 5.8527 2.1679 1.5961 -0.0697 -0.0396 0.0131 0.00
C 4.5420 2.4882 0.8802 0.1008 0.0333 0.5741 0.00
N 3.4257 2.7258 1.8062 0.1252 -0.2834 -0.0825 0.00
C 2.3815 1.9995 2.2480 -0.0317 0.0565 0.0149 0.01
S 1.3411 2.6185 3.3654 0.2751 -0.1378 0.0095 0.00
N 2.4728 0.2098 0.4149 -0.2428 0.6614 -0.1303 -0.01
N 1.7980 -0.9865 0.1830 -0.6192 0.8563 0.5590 0.06
C 2.3432 -2.1037 0.4048 0.7412 -1.5777 -0.3571 -0.03
C 3.8025 -2.3608 0.3019 0.1071 -0.2372 0.1932 0.00
C 1.4015 -3.1777 0.7456 0.7391 -0.0822 -0.3300 0.05
C 1.8087 -4.4782 0.9090 0.3840 -0.3531 -0.0113 -0.01
C 0.9091 -5.4248 1.3751 0.1979 -0.1713 -0.0369 0.02
C -0.3625 -5.0048 1.6812 -0.3096 -0.0100 0.0996 -0.01
C -0.6971 -3.6747 1.4858 -0.3507 -0.2729 0.1488 0.01
N 0.1488 -2.7759 1.0028 -0.1209 -0.1211 0.1131 0.01
H 6.6788 2.1640 0.8821 -0.0541 -0.0106 0.0353 0.00
H 5.8343 1.1902 2.0881 -0.0087 0.0576 -0.0069 0.00
H 6.0696 2.9185 2.3574 0.0017 -0.0312 -0.0295 0.00
H 4.2856 1.7260 0.1650 -0.1234 -0.1719 -0.2431 0.00
H 4.6603 3.3995 0.3004 -0.0123 0.0227 0.0178 0.00
H 3.4589 3.6246 2.2666 -0.0131 0.0830 -0.0089 0.00
H 4.3526 -1.4914 -0.0386 0.0989 -0.0085 -0.0265 0.00
H 3.9635 -3.1551 -0.4308 -0.0002 0.0219 0.0006 0.00
H 4.2109 -2.6883 1.2572 0.0182 -0.0163 0.0027 0.00
H 2.8316 -4.7482 0.6817 -0.0784 -0.0367 0.0277 0.00
H 1.2008 -6.4598 1.5087 0.0199 0.0929 -0.0310 0.00
H -1.1030 -5.6926 2.0679 0.0054 0.0783 0.0074 0.00
H -1.6834 -3.3202 1.7256 -0.2119 0.0023 0.0222 0.02
N 3.1076 -0.3002 2.6772 -0.0535 -0.2106 -0.1377 0.00
C 2.2081 0.4973 1.8609 -0.0531 0.2636 0.2396 -0.01
N 0.8334 0.0595 2.0500 0.1993 -0.6758 0.0569 -0.01
C 0.4574 -0.5667 3.1878 -0.1868 0.3018 0.1548 0.07
N -0.7745 -1.0264 3.2927 0.2629 0.1543 0.4172 -0.03
N -1.4362 -0.8251 2.1195 0.2860 -0.1041 0.8822 0.00
C -2.7131 -0.9623 2.1199 -0.7925 0.0215 -0.1699 0.16
C -3.3487 -0.7158 0.8498 -0.2878 0.0088 0.6291 0.07
C -4.7150 -0.7410 0.6796 -0.3333 -0.0427 0.2062 0.03
C -5.2428 -0.4650 -0.5727 -0.1816 -0.0172 0.0616 0.01
C -4.3693 -0.1839 -1.6001 0.0165 0.0958 -0.2095 0.02
C -3.0071 -0.1849 -1.3483 -0.2039 0.1439 -0.3912 0.07
N -2.4918 -0.4298 -0.1487 0.6617 -0.3568 0.1324 -0.02
C 1.3862 -0.7664 4.2887 -0.1579 0.0943 0.0376 0.01
C 0.9779 -1.1194 5.5735 -0.0463 0.0016 0.0417 0.00
C 1.9186 -1.2936 6.5714 -0.0880 -0.0134 -0.0053 0.00
C 3.2671 -1.1188 6.2783 0.0764 0.0226 -0.0094 0.00
C 3.6804 -0.7768 5.0000 0.0841 -0.0319 0.0071 0.00
C 2.7330 -0.6002 4.0027 0.1490 0.0532 -0.0564 0.00
H 4.0616 0.0217 2.6135 0.1448 0.1393 0.0658 0.00
H 3.4531 0.0711 0.2536 0.4510 0.0652 0.0234 0.00
H -3.2303 -1.1988 3.0412 -0.0740 0.0191 -0.0151 -0.03
H -5.3429 -0.9768 1.5307 -0.0179 0.0267 -0.0993 0.00
H -6.3122 -0.4765 -0.7440 0.0454 -0.0121 0.0553 0.00
H -4.7212 0.0309 -2.6016 0.0687 -0.0170 0.0693 0.00
H -2.3072 -0.0021 -2.1411 0.0700 0.1100 -0.1732 0.01
H -0.0802 -1.2369 5.7716 0.0649 0.0117 0.0018 0.00
H 1.6090 -1.5552 7.5750 0.0151 0.0181 -0.0596 0.00
H 4.0079 -1.2382 7.0596 -0.0323 -0.0120 -0.0458 0.00
H 4.7342 -0.6428 4.7794 -0.0369 0.0040 0.0271 0.00
C -2.8271 3.4819 -3.9289 -0.0395 0.0042 0.0538 0.00
C -3.3382 3.4659 -2.6368 -0.0198 -0.0147 -0.0353 0.01
C -2.5929 2.9216 -1.5973 -0.0985 0.0918 -0.0824 0.00
C -1.3342 2.3963 -1.8537 0.0941 -0.3330 0.0486 0.00
C -0.8247 2.4048 -3.1451 -0.0700 -0.0576 -0.1284 0.01
C -1.5701 2.9484 -4.1821 0.0030 -0.0131 -0.0515 0.00
As -0.2133 1.7239 -0.3972 -0.6762 1.5194 0.1481 0.04
C 1.2430 2.9498 -0.7137 0.0884 -0.5323 -0.0530 0.01
C 2.3053 2.7833 -1.5814 0.0714 0.1075 -0.1452 0.00
C 3.1815 3.8424 -1.7827 -0.0666 0.0004 -0.1233 0.00
C 2.9808 5.0404 -1.1059 -0.0564 0.0504 0.0286 0.00
C 1.9127 5.1871 -0.2288 0.0763 0.1686 -0.0050 0.00
C 1.0260 4.1369 -0.0238 -0.0552 0.2301 0.1137 0.00
C -0.1291 4.1475 0.9007 0.1624 0.1854 -0.0934 -0.01
C -0.4963 5.1919 1.7351 -0.0286 0.1858 0.0534 0.00
C -1.5501 5.0280 2.6261 0.0529 0.0337 0.0015 0.00
C -2.2385 3.8230 2.6929 -0.0055 -0.0537 0.0103 0.00
C -1.8858 2.7800 1.8435 -0.0043 0.1967 -0.0191 0.01
C -0.8461 2.9592 0.9512 -0.1727 -0.3214 -0.0623 0.02
H -3.4035 3.9199 -4.7350 0.0305 -0.0327 0.0445 0.00
H -4.3158 3.8886 -2.4323 0.0771 -0.0215 -0.0150 0.00
H -2.9920 2.9342 -0.5925 -0.0188 0.0167 0.0540 0.00
H 0.1545 1.9948 -3.3507 0.0865 -0.0022 -0.0289 0.01
H -1.1649 2.9645 -5.1872 -0.0176 -0.0009 0.0593 0.00
H 2.4517 1.8455 -2.1040 0.0125 -0.0091 -0.0118 0.00
H 4.0159 3.7356 -2.4676 -0.0606 0.0150 0.0505 0.00
H 3.6626 5.8686 -1.2631 -0.0565 -0.0443 0.0020 0.00
H 1.7676 6.1287 0.2893 0.0367 -0.0529 -0.0401 0.00
H 0.0405 6.1341 1.7076 -0.0378 -0.0787 0.0328 0.00
H -1.8260 5.8427 3.2853 0.0175 -0.0526 -0.0542 0.00
H -3.0456 3.6962 3.4064 0.0756 0.0170 -0.0692 0.00
H -2.4176 1.8429 1.8919 -0.1073 -0.1606 0.0120 0.00
C -4.2138 -4.7751 -5.6737 0.0901 0.0631 0.1008 0.00
C -3.2747 -3.9739 -4.8054 -0.0734 -0.0616 -0.0176 0.01
C -2.2324 -3.2366 -5.3537 0.0459 0.0510 -0.1098 -0.01
C -1.3411 -2.5096 -4.5720 0.0428 0.0902 -0.2044 0.00
C -0.2229 -1.7518 -5.2583 -0.1391 -0.1318 0.0666 0.00
C -1.5121 -2.5275 -3.1797 0.0080 0.3018 0.1895 -0.01
Te -0.0100 -1.4153 -2.1453 0.5939 -0.6644 -0.9073 0.11
C -2.5503 -3.2515 -2.5919 -0.1397 -0.1485 -0.1762 0.02
C -2.8069 -3.3379 -1.1139 -0.1415 -0.2052 -0.1426 0.07
C -3.4139 -3.9645 -3.4240 -0.0220 0.0073 0.0404 -0.01
H -4.0555 -4.5678 -6.7315 0.0007 0.0106 0.0517 0.00
H -5.2549 -4.5561 -5.4318 0.0299 0.0036 -0.0092 0.00
H -4.0609 -5.8448 -5.5149 0.0011 0.0348 -0.0090 0.00
H -2.1043 -3.2195 -6.4325 -0.0141 -0.0248 0.0889 0.00
H -0.3794 -1.7322 -6.3358 -0.0125 -0.0407 0.0346 0.00
H 0.7449 -2.2258 -5.0675 -0.0507 0.0391 -0.0115 0.00
H -0.1546 -0.7197 -4.9075 -0.0415 -0.0228 -0.0518 0.01
H -2.0361 -2.8305 -0.5567 0.2356 0.0568 0.1351 0.01
H -2.8347 -4.3818 -0.7934 -0.0113 0.0155 -0.0075 0.00
H -3.7700 -2.8880 -0.8562 0.0527 -0.0833 -0.0159 0.00
H -4.2204 -4.5348 -2.9664 0.0780 0.0478 -0.0472 0.00
```
Forces are in eV/Å.